(w)
# C19H66O14

A cluster of 14 separate species, C19H66O14 in total (ωB97M-V with the def2-TZVPD basis set, OMol25).

Results
Lowest unoccupied orbital energy (Ha): -0.008
Charge: 0
Frontier orbital gap (hartree): 0.330

Cartesian coordinates (Å):
C 1.85780 -2.71714 2.22019
C 2.65380 -3.95014 2.67619
O 3.77880 -3.50314 3.28319
H 2.24680 -2.29314 1.35219
H 1.67280 -1.89914 2.85619
H 0.90080 -2.98914 1.92219
H 2.86780 -4.54614 1.79119
H 2.15380 -4.51714 3.41819
H 3.42280 -2.85014 3.85619
C 0.53880 0.85986 -0.23481
C -0.07720 -0.45114 0.06819
O -1.47520 -0.26614 -0.07081
H 0.25380 1.74886 0.41619
H 0.46680 1.03486 -1.31081
H 1.58880 0.75686 -0.12081
H 0.10880 -0.76114 1.06919
H 0.33280 -1.21614 -0.62681
H -1.86520 -1.09414 0.26919
C -5.92520 -0.97114 -2.49081
C -4.73020 -0.46214 -1.74181
O -4.28720 0.75386 -2.19681
H -5.79920 -0.90114 -3.61181
H -6.84320 -0.44314 -2.20081
H -6.12220 -1.93414 -2.22581
H -3.93120 -1.20914 -1.67381
H -4.97820 -0.32814 -0.68581
H -3.31420 0.73886 -2.23281
C -0.07420 -0.93914 -3.99681
C -1.44220 -0.93714 -3.32381
O -1.58320 0.27886 -2.72881
H 0.08280 -1.79114 -4.71981
H 0.67380 -0.94714 -3.22381
H 0.02380 -0.04814 -4.59081
H -1.55320 -1.73014 -2.58881
H -2.22220 -0.95614 -4.09881
H -1.17220 0.14586 -1.87381
C 1.64380 3.67386 -1.25081
C 0.96580 4.80886 -0.38881
O 0.49280 5.78986 -1.21181
H 1.02880 3.28986 -2.03781
H 2.13180 2.89786 -0.60181
H 2.54280 4.09586 -1.68181
H 1.68180 5.21286 0.34119
H 0.09680 4.38686 0.14219
H 1.10980 6.45086 -1.28181
C -2.26320 -3.49514 1.62619
O -2.70920 -2.42414 0.76519
H -3.03020 -3.55114 2.41019
H -1.30920 -3.33514 2.04619
H -2.19120 -4.42714 1.10919
H -3.62920 -2.55814 0.52019
C 1.52180 3.47786 2.60519
O 2.07780 2.47086 3.44219
H 1.41580 4.25586 3.41519
H 0.64680 3.20386 2.05819
H 2.24980 3.86786 1.94119
H 2.52480 1.84186 2.85319
C 4.77780 -0.43614 -0.86381
O 3.41080 -0.79014 -0.59981
H 4.78580 0.27086 -1.72981
H 5.37280 -1.31014 -1.12181
H 5.37980 0.06886 -0.07481
H 3.28180 -1.69414 -0.81381
C -2.00420 2.98786 -0.96481
O -2.24920 2.29286 0.19719
H -2.61120 2.52786 -1.75181
H -1.00220 2.99986 -1.27981
H -2.26720 4.06886 -1.01581
H -2.10020 1.38486 -0.04281
C -0.10020 -3.92614 -0.93581
O 0.40680 -3.20414 -1.92581
H 0.46080 -3.68014 -0.01981
H -0.18720 -4.98914 -1.11981
H -1.11420 -3.48814 -0.83581
H 1.29080 -3.53214 -1.97981
C 2.53780 1.05886 -3.35881
O 3.70580 1.76886 -3.42881
H 1.83080 1.50386 -4.02781
H 2.15080 0.95586 -2.37281
H 2.65280 0.06486 -3.68581
H 4.30080 1.26286 -4.00681
C 4.29780 -0.21414 2.61819
O 3.11880 0.25086 1.99419
H 4.13280 -0.07114 3.63719
H 5.14680 0.38786 2.26919
H 4.44880 -1.27414 2.41219
H 3.07680 -0.10014 1.09119
C -0.73120 0.53086 3.26419
O -1.03920 -0.83514 3.53919
H -1.40720 1.08086 2.65719
H 0.21680 0.54386 2.71019
H -0.51320 0.98086 4.22319
H -1.89320 -0.94714 3.95219
C -4.17220 0.45086 2.29519
O -5.54920 0.75486 1.99919
H -3.87320 0.87986 3.27419
H -3.42720 0.83786 1.59819
H -3.97920 -0.58814 2.26219
H -5.79220 1.56486 2.51219

(x)
# C19H66O14

A cluster of 14 separate species, C19H66O14 in total (ωB97M-V with the def2-TZVPD basis set, OMol25).

Results
Lowest unoccupied orbital energy (Ha): 0.003
Charge: 0
Frontier orbital gap (hartree): 0.354

Cartesian coordinates (Å):
C -2.08538 -5.23099 -0.42616
C -1.30435 -3.93250 -0.24703
O -0.55612 -4.15862 0.86003
H -1.33643 -6.01547 -0.24372
H -2.46551 -5.34120 -1.35774
H -2.91311 -5.37610 0.26082
H -1.94389 -2.98378 -0.15612
H -0.61218 -3.84804 -1.11122
H 0.32465 -3.93721 0.60388
C 0.34781 -0.52641 0.99358
C -0.18227 -0.67781 -0.39408
O 0.29307 0.40476 -1.13728
H 0.05800 -1.32116 1.66567
H -0.01174 0.41895 1.48069
H 1.45727 -0.47526 1.11527
H -1.24854 -0.67688 -0.30272
H 0.19426 -1.54905 -0.84613
H 0.16408 0.13125 -2.03436
C -2.00819 -2.26100 -3.15409
C -0.71442 -1.74205 -3.83363
O -0.66325 -0.36255 -3.71448
H -2.24548 -1.81016 -2.20704
H -1.79810 -3.28504 -2.98253
H -2.81282 -2.18716 -3.82742
H -0.64524 -2.02054 -4.86769
H 0.11889 -2.18943 -3.43986
H -1.46531 -0.02442 -4.10334
C 0.77876 4.41434 -1.51454
C -0.35392 3.39835 -1.41611
O -1.51339 4.04165 -1.07440
H 0.60477 5.12075 -2.36028
H 1.74149 3.99597 -1.45673
H 0.78660 4.97942 -0.58712
H -0.19173 2.74763 -0.58117
H -0.50525 2.69903 -2.25275
H -1.39214 4.77150 -0.45978
C -3.21103 0.58433 -2.06865
C -3.96913 1.87210 -2.00507
O -3.26106 2.93672 -2.64827
H -3.52465 0.15301 -3.03394
H -3.38773 -0.11959 -1.21894
H -2.12225 0.65664 -2.13978
H -4.01491 2.16797 -0.97382
H -5.00921 1.80268 -2.34566
H -2.65241 3.34357 -2.05020
C 2.07220 3.42211 2.14445
O 1.72731 2.10229 2.51657
H 3.14651 3.47665 1.96806
H 1.80944 4.16489 2.90753
H 1.61097 3.59001 1.22281
H 2.17746 1.48903 1.99092
C 1.99042 1.78833 -3.57689
O 1.73180 3.03465 -4.25717
H 1.63916 1.89814 -2.50902
H 3.02239 1.59106 -3.58508
H 1.51739 0.91669 -4.06057
H 0.82574 3.25617 -4.26083
C 3.19606 1.06248 -0.01824
O 3.86715 0.89637 1.20317
H 2.93463 0.10768 -0.43070
H 3.81483 1.53216 -0.78952
H 2.31188 1.70447 0.10916
H 4.72382 1.29777 1.14639
C 3.12699 -1.74532 -2.77327
O 3.38996 -2.96869 -2.17548
H 3.72372 -1.14022 -2.04845
H 2.12573 -1.40236 -2.66276
H 3.54752 -1.66238 -3.72727
H 4.32901 -3.07124 -2.11532
C -2.31853 -0.85809 2.91027
O -3.38359 -0.06958 3.44085
H -2.44888 -1.91845 2.99089
H -1.37054 -0.61441 3.36171
H -2.29454 -0.71946 1.86081
H -3.40440 -0.12384 4.39687
C -1.87312 2.26991 1.33619
O -2.89639 3.21561 1.29725
H -0.92949 2.74920 1.38773
H -1.88983 1.57632 0.52492
H -2.03497 1.68294 2.19210
H -3.73609 2.77443 1.37845
C 0.29858 2.68255 5.30719
O -0.52970 2.37341 4.20201
H 1.17798 2.13017 5.14318
H -0.10200 2.28696 6.23576
H 0.52021 3.73688 5.31623
H -0.05295 2.53171 3.40062
C 0.41013 -3.81720 4.02546
O 0.42836 -3.02637 5.18583
H -0.19870 -3.26303 3.28168
H -0.03096 -4.79936 4.18264
H 1.39729 -3.91747 3.60842
H -0.48075 -3.14845 5.53256
C 2.87641 -2.94069 1.13637
O 2.01729 -3.32203 0.10803
H 3.62941 -3.64643 1.48761
H 2.21862 -2.65855 1.98016
H 3.41964 -2.05454 0.83624
H 2.47087 -3.04107 -0.67257

Name the least stable of them. (w).